This record from the Open Molecules 2025 dataset describes a structure of composition C30H20BrClN5O7Rh. The level of theory is ωB97M-V/def2-TZVPD.

HOMO energy: -8.42 eV
energy relative to the best compared isomer or geometry (same formula, charge and spin): 0.0 kcal/mol
E_LUMO: -1.44 eV
2S+1: 1
Kohn-Sham gap: 6.98 eV
total energy: -5100.5107 Eh

The geometry in XYZ format:
```
65
Properties=species:S:1:pos:R:3:forces:R:3
Rh -1.40735 -1.50520 0.11106 -0.3325 -0.2579 -0.0556
O -0.51174 1.39516 -3.16121 0.0007 -0.0613 -0.0012
C -1.26695 2.39204 -2.66122 -0.0640 0.0392 0.0135
C -1.22329 3.61065 -3.34185 -0.0023 -0.0016 0.0073
C -1.95459 4.68850 -2.89326 0.0004 -0.0021 0.0050
C -2.74798 4.58402 -1.75032 0.0000 0.0072 -0.0040
C -2.78987 3.38875 -1.06885 -0.0038 0.0062 -0.0167
C -2.05737 2.27665 -1.50330 0.0100 0.0480 0.0342
C -2.09072 1.03325 -0.71473 -0.0682 -0.0369 0.1449
O -1.50779 -0.02084 -1.23631 0.1843 0.0931 0.1580
N -2.65640 1.02406 0.46586 0.1136 0.0365 -0.1839
N -2.53798 -0.22530 1.05755 0.0354 -0.0337 0.0684
C -3.10576 -0.42702 2.19758 0.1077 -0.0245 -0.0534
C -2.96234 -1.61794 2.98456 0.0459 -0.0345 -0.1048
C -3.52365 -1.58525 4.27931 -0.0015 -0.0626 0.0370
C -3.43071 -2.65099 5.13364 0.0149 -0.0151 -0.0256
C -2.76138 -3.80731 4.70107 -0.0174 0.0359 0.0259
C -2.20637 -3.87789 3.44973 -0.0469 0.0436 0.0204
C -2.29437 -2.79642 2.54482 -0.0742 0.0466 0.0797
O -1.78450 -2.98646 1.35451 0.1770 -0.0062 -0.1077
H -0.67999 0.59298 -2.62706 0.0061 0.0105 -0.0249
H -0.60384 3.67317 -4.22634 0.0002 -0.0010 -0.0022
H -1.91185 5.62297 -3.43810 0.0013 -0.0003 -0.0007
H -3.32431 5.43032 -1.40307 -0.0013 0.0006 -0.0023
H -3.39319 3.28217 -0.17790 0.0034 -0.0048 -0.0015
H -3.69766 0.39509 2.59161 0.0011 -0.0066 -0.0056
H -4.03605 -0.68229 4.59016 -0.0046 0.0004 0.0070
H -3.86585 -2.60528 6.12182 0.0005 0.0012 0.0009
H -2.68263 -4.65958 5.36427 0.0013 -0.0004 0.0032
H -1.69933 -4.76857 3.10403 0.0005 -0.0047 0.0008
O 1.53843 -3.31190 -5.06430 0.1038 0.0729 -0.0852
C 2.31407 -2.28454 -4.77682 -0.0831 -0.0554 -0.0524
O 3.19351 -1.91557 -5.51453 0.0333 0.0041 -0.0103
C 2.06199 -1.56838 -3.48577 -0.0212 -0.0122 -0.0433
C 2.76052 -0.44140 -3.09981 -0.0386 0.1017 -0.0121
Cl 3.95421 0.46223 -3.89591 0.0085 -0.0040 -0.0001
N 2.28685 -0.04999 -1.89429 0.0319 -0.1310 0.1105
N 1.31435 -0.86533 -1.46481 -0.0329 0.0394 0.0167
C 1.15518 -1.77624 -2.40735 0.0123 -0.0080 0.0461
C 0.13471 -2.86154 -2.20347 -0.0254 -0.0455 0.0231
O 0.01959 -3.72554 -3.07011 -0.0816 -0.0231 0.0367
O -0.55053 -2.89298 -1.11853 0.0785 0.0972 0.0987
C 2.67473 1.04742 -1.06958 -0.0137 0.0179 -0.0259
C 1.69038 1.92397 -0.63836 -0.0012 0.0134 -0.0080
C 2.03825 2.97938 0.18893 -0.0058 -0.0072 0.0137
C 3.36023 3.15208 0.57743 0.0026 0.0015 0.0076
C 4.33491 2.26668 0.14023 0.0025 0.0024 0.0008
C 3.99615 1.20396 -0.68560 -0.0070 -0.0042 0.0028
H 0.89145 -3.50640 -4.32367 0.0296 -0.0315 0.0484
H 0.67165 1.78063 -0.97062 0.0253 -0.0020 0.0229
H 1.27525 3.67190 0.52072 -0.0003 -0.0009 0.0019
H 3.63092 3.97803 1.22192 0.0012 0.0032 -0.0021
H 5.36568 2.40178 0.44027 -0.0012 -0.0024 0.0047
H 4.74699 0.50672 -1.03183 -0.0032 -0.0045 0.0044
Br 1.54364 1.82363 3.68343 0.0130 0.0083 -0.0104
C 1.42389 0.22468 2.70340 -0.0493 0.0210 -0.0231
C 2.40223 -0.74726 2.79347 0.0165 -0.0091 0.0064
C 2.22623 -1.92088 2.08083 -0.0073 -0.0300 -0.0085
C 1.09360 -2.09258 1.31188 -0.1351 0.0042 0.0353
N 0.16409 -1.12990 1.23045 0.1067 0.1564 -0.0249
C 0.31841 0.01699 1.90037 -0.0095 -0.0078 -0.1248
H 3.27429 -0.59170 3.41342 0.0012 0.0001 -0.0053
H 2.95895 -2.71352 2.12387 -0.0004 0.0016 -0.0117
H 0.89359 -2.99253 0.75002 -0.0051 0.0082 -0.0184
H -0.44256 0.77469 1.78665 -0.0327 0.0102 -0.0303
```
Positions in Å, forces in eV/Å.

natural (NBO) population analysis, charges in e, atoms 1 to 5: 1.302 -0.688 0.426 -0.296 -0.160

This record from the Open Molecules 2025 dataset describes a cluster of 2 separate species, C4H11IN2 in total. The level of theory is ωB97M-V/def2-TZVPD.

HOMO energy: -7.56 eV
energy relative to the best compared isomer or geometry (same formula, charge and spin): 59.3 kcal/mol
E_LUMO: 0.42 eV
2S+1: 1
Kohn-Sham gap: 7.98 eV
total energy: -566.0407 Eh

The geometry in XYZ format:
```
18
Properties=species:S:1:pos:R:3:forces:R:3
C -1.34137 -1.31959 1.01374 0.1883 0.1785 0.0934
C -1.42669 0.34889 -1.00493 2.1692 -0.0219 0.5588
C 0.85227 1.61534 0.54620 0.7592 -0.8825 1.3999
C 1.71451 -0.72919 -0.55257 -1.9942 0.3693 1.5243
N -0.94030 -0.05744 0.36341 0.3626 1.2913 -1.3209
N 0.33696 0.27259 0.63480 2.7852 -2.5992 0.1946
I 3.75653 -0.11101 -0.42489 -0.7868 -0.5623 0.1355
H -0.72353 -1.28301 1.91725 0.1563 -0.6604 -0.3811
H -2.36705 -1.36568 1.44129 0.2882 0.4605 -0.9137
H -1.16604 -2.22000 0.36656 -0.0064 0.6592 0.6356
H -0.49927 0.49383 -1.71545 -1.9760 -0.3750 1.3030
H -2.06203 -0.43364 -1.31102 -0.6668 -0.9662 -0.9144
H -2.02542 1.25071 -0.97771 0.1129 0.3343 0.0976
H 0.88872 2.04517 1.58289 -0.1589 -0.0921 -0.9702
H 1.87732 1.57370 0.14044 -0.5644 0.2435 0.5147
H 0.28644 2.17375 -0.11247 -1.2789 1.7595 -1.2701
H 1.47783 -1.79454 -0.39423 0.6787 0.5359 0.3168
H 1.36112 -0.45988 -1.51335 -0.0683 0.3276 -1.0038
```
Positions in Å, forces in eV/Å.

natural (NBO) population analysis, charges in e, atoms 1 to 5: -0.425 -0.438 -0.434 -0.543 -0.247

This record from the Open Molecules 2025 dataset describes a structure of composition C7H14O3V. The level of theory is ωB97M-V/def2-TZVPD.

HOMO energy (spin up / spin down): -6.73 / -7.38 eV
⟨S²⟩: 3.77
E_LUMO (spin up / spin down): 0.59 / 0.38 eV
2S+1: 4
Kohn-Sham gap (spin up / spin down): 7.32 / 7.76 eV
total energy: -1444.5808 Eh

The geometry in XYZ format:
```
25
Properties=species:S:1:pos:R:3:forces:R:3
C -0.44751 -2.55807 -0.14120 0.2680 -0.4477 -0.4570
O -1.07913 -1.31971 0.14055 -0.6595 -0.3635 0.3719
C -2.45872 -1.27752 -0.21750 -0.7477 -0.3985 -0.2964
C -3.08569 0.04709 0.17002 0.0192 0.2318 0.1248
O -2.55464 1.11671 -0.55662 -0.5623 -0.2203 -0.4446
C -1.54184 1.91645 0.10853 0.1922 -0.0270 0.7346
H -1.05695 -3.38753 0.24543 0.1916 0.2373 -0.0083
H -0.35430 -2.65112 -1.23014 0.0338 -0.1408 0.1574
H -2.98141 -2.09701 0.30029 0.1044 0.1010 -0.1182
H -2.53894 -1.42490 -1.30682 0.0406 0.0295 0.2691
H -2.99156 0.19762 1.26189 0.0142 0.0193 -0.2286
H -4.15943 -0.02562 -0.06280 0.2036 -0.0494 0.0828
H 0.67053 2.08607 -0.17798 1.2237 -1.7671 0.2897
H -1.19789 2.60889 -0.67941 -0.2088 -0.1767 0.2777
H -2.01695 2.52628 0.90326 -0.0439 -0.0752 -0.3055
C 1.55940 1.63722 -0.77129 -0.8267 2.0999 1.2193
C 2.42003 0.60168 -0.69954 0.1508 -0.0013 0.7220
O 2.59984 -0.23703 0.31587 -0.1361 -0.7478 -0.8627
C 1.76420 -0.03043 1.49572 0.2433 -0.0625 1.0223
V -0.13782 0.35113 0.69423 0.4561 1.4865 -0.6814
H 1.96003 2.61602 -1.02855 0.1193 -0.4154 -1.8872
H 3.07061 0.35000 -1.54366 0.2760 0.4923 0.4804
H 2.18596 0.82425 2.06114 -0.0142 -0.1965 -0.1999
H 1.95253 -0.92346 2.11214 0.0505 0.2263 -0.1897
H 0.55339 -2.57544 0.31105 -0.3882 0.1658 -0.0724
```
Positions in Å, forces in eV/Å.

natural (NBO) population analysis, charges in e, atoms 1 to 5: -0.253 -0.579 -0.088 -0.089 -0.559

This record from the Open Molecules 2025 dataset describes a cluster of 2 separate species, C16H17Cl6O5 in total. The level of theory is ωB97M-V/def2-TZVPD.

HOMO energy: -3.62 eV
energy relative to the best compared isomer or geometry (same formula, charge and spin): 9.9 kcal/mol
E_LUMO: 2.47 eV
total charge: -1
2S+1: 1
Kohn-Sham gap: 6.09 eV
total energy: -3757.2981 Eh

The geometry in XYZ format:
```
44
Properties=species:S:1:pos:R:3:forces:R:3
Cl 0.82667 0.49294 0.07803 0.1059 1.2543 -0.8537
C -0.57887 3.26319 -3.82740 1.5898 -0.2481 0.5423
Cl -2.02128 3.54294 -2.94424 -0.3184 -0.1482 0.3532
C 0.67526 3.86324 -3.27764 0.0620 -0.8850 -0.9467
O 0.84664 4.14067 -2.09406 -0.5678 0.8075 0.1029
C 1.77545 3.91210 -4.25731 -1.2995 -0.9110 0.0732
Cl 3.17197 4.72648 -3.71706 0.6051 0.4645 -0.0555
C 1.80196 3.00545 -5.31007 -1.1433 -0.2787 0.7882
Cl 3.20275 2.92155 -6.30023 0.2053 -0.1120 -0.3098
C 0.74541 2.05503 -5.46898 0.0529 0.8026 0.8234
Cl 0.97614 0.70200 -6.49879 0.0004 -0.3788 -0.3831
C -0.41350 2.14652 -4.64012 1.4123 0.9350 -0.6544
Cl -1.45985 0.79397 -4.51554 -0.5882 -0.0969 -0.2919
C -1.43699 2.31745 3.93770 -0.3476 0.5689 -0.0577
C -0.24759 1.40177 3.85923 -0.3546 0.0244 0.1957
O -0.51763 0.54015 2.73188 1.0570 -0.3028 0.0206
C 0.46120 -0.34160 2.51685 1.3236 -0.2375 1.7219
C 0.48950 -0.89196 1.07543 -1.1278 -0.9686 -0.0248
C 1.54204 -1.98981 0.79857 -0.4663 -0.0485 0.0155
C 1.44245 -3.03948 1.88721 -0.0012 -0.2324 0.1365
C 2.95738 -1.45145 0.72488 0.2942 0.0567 -0.0390
C -0.99085 -1.28849 0.68224 -1.2004 0.4295 0.1417
O -1.94386 -0.56093 0.87332 1.1224 -0.6639 -0.2504
O -1.12878 -2.48943 0.09385 -0.3368 -0.0492 -0.0586
C -2.50957 -2.80905 -0.36048 0.7121 0.3748 -0.0862
C -3.44676 -3.16104 0.77347 0.0680 0.0418 0.1837
O 1.29938 -0.61695 3.38446 -1.4044 0.7059 -1.7558
H -1.42227 2.92264 4.85005 0.1422 -0.0742 -0.1070
H -1.44121 2.99571 3.07618 -0.0782 -0.1340 0.1748
H -2.38004 1.76157 3.93093 0.2174 -0.0450 -0.0108
H 0.67862 1.95448 3.64803 -0.1809 -0.2266 0.1725
H -0.12796 0.80238 4.76921 0.0698 0.1004 -0.2603
H 1.29510 -2.45972 -0.16845 -0.0703 0.3573 0.2868
H 0.44043 -3.47768 1.90088 0.1392 -0.1340 0.0655
H 2.18818 -3.81350 1.67771 -0.2193 -0.0410 0.2433
H 1.63423 -2.53993 2.84309 0.1303 -0.6489 -0.2246
H 3.13328 -0.84044 -0.16054 -0.0610 0.0115 0.1277
H 3.18941 -0.87047 1.61986 0.1042 -0.0324 -0.0782
H 3.63801 -2.30403 0.67151 0.0485 0.0508 0.0696
H -2.89393 -1.94071 -0.91162 0.2287 -0.2018 0.1568
H -2.36465 -3.64252 -1.05837 0.0472 0.2218 0.2573
H -4.42364 -3.37578 0.32305 0.1017 0.0169 0.1869
H -3.11511 -4.05260 1.32581 -0.0544 0.2863 -0.1544
H -3.54714 -2.30466 1.45745 -0.0202 -0.4115 -0.2372
```
Positions in Å, forces in eV/Å.

natural (NBO) population analysis, charges in e, atoms 1 to 5: 0.066 -0.219 -0.005 0.437 -0.651

This record from the Open Molecules 2025 dataset describes a structure of composition C2H5NO. The level of theory is ωB97M-V/def2-TZVPD.

HOMO energy: -9.25 eV
energy relative to the best compared isomer or geometry (same formula, charge and spin): 114.7 kcal/mol
E_LUMO: -0.13 eV
2S+1: 1
Kohn-Sham gap: 9.12 eV
total energy: -209.0396 Eh

The geometry in XYZ format:
```
9
Properties=species:S:1:pos:R:3:forces:R:3
C 0.24824 -0.56038 -0.86976 1.3126 -0.1964 0.5850
C -0.23748 0.17801 0.35584 -1.5153 6.8810 -0.8032
N 0.02386 1.59841 0.46971 -0.4962 -7.4813 -2.6859
O -0.80040 -0.69441 1.38649 3.5411 2.6880 -2.2098
H 0.58816 0.21020 -1.60566 -0.3243 -1.1180 0.5103
H 1.05989 -1.27108 -0.55418 -0.1665 0.8635 -0.4114
H -0.47563 -1.31104 -1.21746 -0.3217 0.8132 -0.0502
H -0.68436 2.27457 0.66242 -0.6854 -0.1472 1.6982
H 0.27772 -0.42427 1.37259 -1.3443 -2.3028 3.3671
```
Positions in Å, forces in eV/Å.

natural (NBO) population analysis, charges in e, atoms 1 to 5: -0.708 0.455 -0.765 -0.600 0.261

This record from the Open Molecules 2025 dataset describes an isolated molecule of C4H7NO. The level of theory is ωB97M-V/def2-TZVPD.

HOMO energy: -9.02 eV
energy relative to the best compared isomer or geometry (same formula, charge and spin): 137.3 kcal/mol
E_LUMO: 0.80 eV
2S+1: 1
Kohn-Sham gap: 9.82 eV
total energy: -286.4128 Eh

The geometry in XYZ format:
```
13
Properties=species:S:1:pos:R:3:forces:R:3
C -0.37797 0.06376 -1.11398 0.2108 0.0030 -0.1962
C 0.76596 -0.55558 -0.77909 -0.0985 -0.0445 -0.3078
C 1.59755 0.34432 0.05760 -0.0343 0.0348 -0.2913
O 0.73824 0.24878 1.24688 -0.8888 0.0602 -0.1918
N -0.79382 0.42087 1.07363 0.7561 -0.1380 0.3895
C -1.48519 -0.23125 -0.18898 0.2661 -0.1108 -0.0906
H -0.31730 1.13231 -1.33086 0.0821 -0.1659 -0.1867
H 0.71862 -1.56052 -0.34807 -0.0284 0.0823 -0.3740
H 2.60141 -0.02242 0.32388 -0.5328 0.0446 0.3928
H 1.68690 1.37492 -0.30355 -0.1984 -0.1599 -0.0094
H -0.95960 -0.24485 1.82118 -0.4391 0.1560 0.2974
H -1.73571 -1.29317 -0.05074 0.4015 0.2078 0.0949
H -2.42277 0.30996 -0.40838 0.5037 0.0304 0.4733
```
Positions in Å, forces in eV/Å.

natural (NBO) population analysis, charges in e, atoms 1 to 5: -0.193 -0.191 -0.115 -0.428 -0.320

This record from the Open Molecules 2025 dataset describes a cluster of 4 separate species, C5H12N2 in total. The level of theory is ωB97M-V/def2-TZVPD.

HOMO energy: -7.52 eV
energy relative to the best compared isomer or geometry (same formula, charge and spin): 114.3 kcal/mol
E_LUMO: 0.93 eV
2S+1: 1
Kohn-Sham gap: 8.44 eV
total energy: -307.0472 Eh

The geometry in XYZ format:
```
19
Properties=species:S:1:pos:R:3:forces:R:3
C -1.81380 0.10911 0.41935 0.1142 0.3232 0.0719
C 0.32275 -2.10628 0.14447 -0.0506 -0.1983 0.0109
C 2.44673 1.01662 -0.41208 0.0906 0.1428 -0.0232
C 0.47400 -0.64444 0.10788 0.1055 0.4946 -0.0258
N -1.69956 1.31894 0.91679 -0.0672 -0.3381 -0.1622
N -2.31221 -0.03804 -0.86237 0.0631 0.0228 0.0104
C 1.15642 0.37604 -0.06432 -0.2388 -0.4360 0.0527
H -1.85583 -0.77456 1.04502 0.0689 0.0099 -0.0032
H -1.49420 1.28119 1.91112 0.0069 -0.0402 -0.0509
H -2.21764 0.79191 -1.43197 0.0167 -0.0232 0.0578
H -0.51712 1.84507 0.42625 0.2813 -0.1375 -0.0644
H -2.03606 -0.87793 -1.34746 -0.0036 0.0356 0.0472
H 0.36489 1.67482 0.18547 -0.2350 0.0753 0.0426
H 1.23726 -2.62651 -0.16127 -0.0694 0.0524 0.0214
H 0.06707 -2.45204 1.15074 0.0160 0.0399 -0.0568
H -0.48064 -2.45017 -0.51633 0.0366 0.0356 0.0331
H 2.34427 1.66332 -1.28714 -0.0165 -0.0501 0.0607
H 2.81421 1.63840 0.40808 -0.0447 -0.0478 -0.0443
H 3.19945 0.25457 -0.63224 -0.0740 0.0392 0.0220
```
Positions in Å, forces in eV/Å.

natural (NBO) population analysis, charges in e, atoms 1 to 5: 0.274 -0.662 -0.653 -0.107 -0.751

Question: Which of these has the highest 2S+1?
Answer: C7H14O3V

Repeat the seventh record exactly.
This record from the Open Molecules 2025 dataset describes a cluster of 4 separate species, C5H12N2 in total. The level of theory is ωB97M-V/def2-TZVPD.

HOMO energy: -7.52 eV
energy relative to the best compared isomer or geometry (same formula, charge and spin): 114.3 kcal/mol
E_LUMO: 0.93 eV
2S+1: 1
Kohn-Sham gap: 8.44 eV
total energy: -307.0472 Eh

The geometry in XYZ format:
```
19
Properties=species:S:1:pos:R:3:forces:R:3
C -1.81380 0.10911 0.41935 0.1142 0.3232 0.0719
C 0.32275 -2.10628 0.14447 -0.0506 -0.1983 0.0109
C 2.44673 1.01662 -0.41208 0.0906 0.1428 -0.0232
C 0.47400 -0.64444 0.10788 0.1055 0.4946 -0.0258
N -1.69956 1.31894 0.91679 -0.0672 -0.3381 -0.1622
N -2.31221 -0.03804 -0.86237 0.0631 0.0228 0.0104
C 1.15642 0.37604 -0.06432 -0.2388 -0.4360 0.0527
H -1.85583 -0.77456 1.04502 0.0689 0.0099 -0.0032
H -1.49420 1.28119 1.91112 0.0069 -0.0402 -0.0509
H -2.21764 0.79191 -1.43197 0.0167 -0.0232 0.0578
H -0.51712 1.84507 0.42625 0.2813 -0.1375 -0.0644
H -2.03606 -0.87793 -1.34746 -0.0036 0.0356 0.0472
H 0.36489 1.67482 0.18547 -0.2350 0.0753 0.0426
H 1.23726 -2.62651 -0.16127 -0.0694 0.0524 0.0214
H 0.06707 -2.45204 1.15074 0.0160 0.0399 -0.0568
H -0.48064 -2.45017 -0.51633 0.0366 0.0356 0.0331
H 2.34427 1.66332 -1.28714 -0.0165 -0.0501 0.0607
H 2.81421 1.63840 0.40808 -0.0447 -0.0478 -0.0443
H 3.19945 0.25457 -0.63224 -0.0740 0.0392 0.0220
```
Positions in Å, forces in eV/Å.

natural (NBO) population analysis, charges in e, atoms 1 to 5: 0.274 -0.662 -0.653 -0.107 -0.751

Question: Look up the total energy of the fifth one.
Answer: -209.0396 Eh